Record 1
94
Properties=species:S:1:pos:R:3 method="wB97M-V/def2-TZVPD" molar_mass_g_mol=930.3 e_above_lowest_kj_mol=674.1 total_charge=-1
Sn -0.3329 0.7464 -0.1309
O -0.4839 5.0914 -0.6252
C -0.1428 3.9186 -0.5850
O -0.8982 2.8891 -0.5284
C 1.3481 3.5921 -0.5985
C 2.2937 4.6032 -0.6864
C 3.6355 4.2630 -0.6310
C 3.9798 2.9232 -0.5109
C 2.9675 1.9792 -0.4563
N 1.6808 2.3087 -0.4956
H 1.9466 5.6218 -0.7822
H 4.3983 5.0303 -0.6737
H 5.0134 2.6067 -0.4610
H 3.1813 0.9248 -0.3668
C 2.2139 -2.4294 -2.0587
C 3.4651 -1.8836 -1.3679
C 3.7942 -0.5266 -2.0040
C 4.6017 -2.8748 -1.6515
Si 3.0305 -1.5589 0.4817
O 1.6773 -0.7541 0.6285
C 3.0129 -3.1472 1.5596
C 3.9375 -4.1884 1.4818
C 3.9158 -5.2509 2.3765
C 2.9596 -5.2998 3.3816
C 2.0390 -4.2669 3.4939
C 2.0790 -3.2061 2.5991
C 4.4869 -0.6936 1.3848
C 4.1987 -0.1282 2.6306
C 5.1784 0.4730 3.4049
C 6.4892 0.5260 2.9482
C 6.8041 -0.0369 1.7212
C 5.8125 -0.6372 0.9554
H 2.3887 -2.5620 -3.1329
H 1.3787 -1.7450 -1.9295
H 1.9175 -3.3965 -1.6383
H 3.9542 -0.6322 -3.0827
H 4.6912 -0.0775 -1.5702
H 2.9640 0.1691 -1.8527
H 4.8073 -2.9035 -2.7278
H 4.3148 -3.8829 -1.3461
H 5.5324 -2.6148 -1.1447
H 4.7034 -4.1678 0.7159
H 4.6505 -6.0427 2.2896
H 2.9527 -6.1219 4.0866
H 1.3033 -4.2843 4.2906
H 1.3945 -2.3704 2.7210
H 3.1764 -0.1622 2.9945
H 4.9267 0.9027 4.3674
H 7.2613 0.9935 3.5472
H 7.8250 -0.0097 1.3575
H 6.0882 -1.0703 0.0017
C -1.9917 -6.0765 0.6132
C -0.6623 -5.4404 0.9923
C 0.4938 -6.0834 0.2314
Sb -0.3582 -3.2215 0.7367
C -1.6687 -2.5244 2.3869
C -0.7666 -1.9589 3.4820
C -2.6381 -3.5639 2.9293
C -2.8837 -3.8136 -2.3781
C -1.8517 -4.0732 -3.4778
C -4.2031 -4.5194 -2.6789
H -1.9706 -7.1506 0.8290
H -2.1819 -5.9628 -0.4559
H -2.8290 -5.6437 1.1563
H -0.4807 -5.5488 2.0688
H 0.3183 -6.0320 -0.8463
H 0.5993 -7.1375 0.5064
H 1.4430 -5.5873 0.4481
H -2.2350 -1.7041 1.9495
H -0.1964 -2.7506 3.9767
H -1.3828 -1.4626 4.2361
H -0.0646 -1.2224 3.0829
H -2.1131 -4.4242 3.3517
H -3.3153 -3.9017 2.1477
H -3.2447 -3.1151 3.7219
H -2.4864 -4.1618 -1.4225
H -1.7588 -5.1438 -3.6679
H -0.8762 -3.6805 -3.1888
H -2.1590 -3.5843 -4.4031
H -4.0372 -5.5887 -2.8202
H -4.6443 -4.1134 -3.5886
H -4.9157 -4.3826 -1.8644
F -5.4196 -0.2602 -2.0271
C -4.7505 -0.6852 -0.8946
C -3.8736 -1.8388 -1.0017
F -3.7675 -2.7738 0.0294
C -3.1190 -2.3133 -2.2494
F -3.7238 -1.8524 -3.4033
C -1.9461 -1.4836 -1.8158
O -0.9817 -2.0310 -1.1913
C -2.1998 -0.0233 -1.6471
F -2.6438 0.5804 -2.8207
C -3.3445 -0.3617 -0.7039
F -2.9311 -0.1275 0.6225

=====

Record 2
14
Properties=species:S:1:pos:R:3 method="wB97M-V/def2-TZVPD" molar_mass_g_mol=114.1 e_above_lowest_kj_mol=109.7
N 2.3936 -0.4508 -0.0401
C 1.0717 -0.2065 0.1889
N 0.5789 0.9027 -0.2352
C -0.7814 0.7991 -0.6252
O -1.3054 1.5181 -1.5321
N -1.5209 -0.1634 -0.1045
C -0.9882 -0.8807 1.1080
N 0.4708 -1.1386 1.0306
H 2.6454 0.5497 -0.2955
H 3.0625 -0.6427 0.7897
H -2.5190 -0.4369 -0.4790
H -1.1549 -0.0919 1.8080
H -1.5755 -1.7720 1.2240
H 0.7147 -2.0719 0.6235

=====

Record 3
11
Properties=species:S:1:pos:R:3 method="wB97M-V/def2-TZVPD" molar_mass_g_mol=106.5 e_above_lowest_kj_mol=78.0 total_charge=+1
C -1.8221 -1.3086 -0.7571
C 0.6726 0.0273 0.2252
N -2.6356 -0.5414 -0.3957
N 1.9226 -0.0423 -0.2462
N 0.3771 1.1142 0.8826
Cl -1.0723 -2.5358 -1.2885
H -3.0647 0.3547 -0.2640
H 2.4702 -0.8868 -0.3332
H 2.5959 0.8456 -0.2587
H -0.4758 1.1291 1.5918
H 1.0322 1.8441 0.8439

=====

Record 4
44
Properties=species:S:1:pos:R:3 method="wB97M-V/def2-TZVPD" molar_mass_g_mol=277.4 energy_ev=-29159.9479
Li 0.8786 -0.5286 0.0029
N 3.1907 -0.8758 -0.0654
C 4.1241 -0.2774 -1.0087
C 3.5779 1.0674 -1.4768
C 3.4799 2.1304 -0.3709
C 2.0344 2.5715 -0.1416
N 1.2339 1.4780 0.3930
H 3.2862 -0.4053 0.8271
H 3.4160 -1.8535 0.0797
H 4.2144 -0.9393 -1.8735
H 5.1313 -0.1577 -0.5785
H 2.5774 0.8644 -1.8601
H 4.1936 1.4283 -2.3006
H 4.0693 3.0114 -0.6329
H 3.8728 1.7464 0.5729
H 1.6107 2.8834 -1.0980
H 2.0301 3.4497 0.5210
H 0.2547 1.6388 0.1913
H 1.3113 1.4675 1.4052
C -1.8582 1.9417 1.8102
Si -2.2226 0.8339 0.2796
C -4.1252 0.6473 0.3603
C -1.9046 1.8401 -1.3181
N -1.1466 -0.4903 0.2544
C -1.4563 -1.7989 0.2856
C -2.7521 -2.3623 0.2114
C -2.9678 -3.7204 0.2356
C -1.9178 -4.6238 0.3321
C -0.6289 -4.1246 0.4088
C -0.4439 -2.7664 0.3898
F 0.8758 -2.2913 0.4707
H -2.6292 2.6980 1.9150
H -0.9098 2.4673 1.7592
H -1.8574 1.3493 2.7211
H -4.6205 1.6134 0.4134
H -4.4175 0.0841 1.2414
H -4.5157 0.1368 -0.5146
H -2.4787 2.7593 -1.3304
H -2.2000 1.2573 -2.1839
H -0.8606 2.1039 -1.4521
H -3.5939 -1.6994 0.1215
H -3.9822 -4.0901 0.1743
H -2.0987 -5.6864 0.3452
H 0.2262 -4.7782 0.4845